The following is a DFT calculation (ωB97M-V/def2-TZVPD) of a 13-piece molecular cluster, C16H59BFN25O12 overall in a non-equilibrium geometry.

```
114
C16H59BFN25O12, DFT ωB97M-V/def2-TZVPD
N 4.673 -0.038 2.605
H -1.625 5.042 -7.381
H -4.711 -4.236 3.078
N 3.028 -5.920 1.962
H -2.196 -4.155 6.464
H 3.269 -2.067 5.977
C -5.635 7.598 -3.232
O 3.205 0.246 6.839
N -2.458 -2.047 -1.867
O 2.647 0.376 1.713
H 1.188 3.074 -5.362
H 1.628 -2.468 6.390
N 2.379 -1.799 6.377
H -2.733 -2.900 3.487
N 2.995 -3.114 -1.244
N -4.349 -0.813 -2.016
H 7.135 -4.395 2.948
C -0.955 -4.847 4.550
H 0.419 -6.035 5.515
C -1.885 5.314 -5.334
N -1.632 5.681 -6.603
N 6.819 -2.727 1.119
O 1.017 -4.184 1.389
N 4.531 -7.090 3.184
H 2.223 -5.310 1.918
H -0.876 -1.893 0.283
N 2.060 2.635 -5.098
H -5.032 -0.204 -1.584
H 4.089 -3.480 -4.206
N -4.820 8.667 -3.177
C 3.335 -2.735 -2.489
H -2.535 -2.319 -2.833
C 0.665 -3.067 1.042
N -1.430 10.642 -6.458
H 5.682 -5.290 2.616
O 3.211 -1.586 -2.886
C -3.335 -1.241 -1.242
H -1.440 6.660 -6.770
H 1.208 -1.071 0.817
H -1.222 -2.779 5.523
N 6.304 -4.523 2.396
H -7.513 7.082 -3.759
N 0.454 -5.043 5.133
H 4.884 -0.660 1.836
C -3.802 2.793 -1.937
H 4.887 -7.384 4.085
H 2.346 1.843 3.676
H 3.930 -4.674 -2.952
B -5.364 -4.906 5.162
N -6.868 7.859 -3.701
H 2.862 3.213 -4.912
H -5.092 9.594 -3.458
N 1.076 -0.248 7.385
H 3.460 -6.222 1.105
H -7.176 8.772 -3.991
N -0.568 -2.806 0.574
N 3.821 -3.723 -3.261
H 0.301 -0.889 7.416
C 2.069 1.292 -5.019
O -1.889 6.107 -4.406
C -1.868 -3.772 5.407
C -1.789 9.411 -6.051
H -1.794 2.807 -1.389
N -2.617 2.262 -1.583
H -2.567 1.254 -1.512
H 2.418 -2.151 1.445
H -1.213 -3.583 0.516
H 7.660 -2.567 1.647
C 3.458 -6.279 3.185
N 1.480 -1.998 1.098
N 3.242 1.374 3.644
C 2.279 -0.550 6.865
H -1.854 11.490 -6.121
H -1.471 -5.911 4.514
H -2.330 3.684 -4.231
C -4.161 -4.576 4.081
H 6.595 -2.106 0.352
H -0.687 10.703 -7.142
H -6.484 -4.675 4.842
H 3.089 -4.054 -0.899
N 3.253 0.761 -4.665
O -3.221 -0.925 -0.069
H 2.624 -2.401 -0.630
H -1.680 -2.392 -1.321
O 2.918 -5.900 4.212
H 5.363 0.100 3.325
O 4.942 -3.904 0.711
H -3.080 8.483 -4.809
N -2.780 9.390 -5.142
C 5.957 -3.729 1.367
H -4.683 4.576 -2.280
H 4.989 -7.414 2.349
O -1.258 8.396 -6.473
H -3.882 8.514 -2.830
H -3.228 10.215 -4.782
H -3.776 -2.403 4.990
H -3.009 4.714 -1.830
H -0.841 -4.484 3.420
N -3.811 4.136 -2.016
H 0.958 0.683 7.764
O -4.788 2.112 -2.168
H 3.906 1.537 4.382
O -5.283 6.481 -2.885
H -2.136 3.333 -5.923
C 3.468 0.559 2.598
F -5.146 -5.428 6.553
H 1.059 -5.117 4.262
O 1.083 0.610 -5.250
H 3.303 -0.247 -4.594
H 4.076 1.306 -4.471
N -2.134 4.002 -5.171
H -4.460 -1.062 -2.984
H -3.554 -5.538 3.799
C -3.189 -3.321 4.507
```

## Properties
E_HOMO ... -8.701 eV
Kohn-Sham gap ... 8.9907 eV
Strongest force on any atom ... 0.0860 hartree/bohr
E ... -3042.01460 Eh


The following is a DFT calculation (ωB97M-V/def2-TZVPD) of a 2-piece molecular cluster, C4H12N2S overall in a non-equilibrium geometry.

```
19
C4H12N2S, DFT ωB97M-V/def2-TZVPD
H -2.854 1.507 0.010
H -0.118 -0.570 -0.146
H 2.046 -1.619 -0.552
C 2.514 -0.670 -0.381
H -0.443 2.353 -0.078
C -1.990 0.910 0.391
H 3.410 -1.166 1.374
C 1.571 0.432 -0.826
H 2.009 -0.346 1.570
H 3.457 -0.603 -1.020
H -1.930 1.083 1.479
H -0.899 1.281 -1.433
H 2.057 1.379 -0.625
N 0.373 0.318 -0.003
H 1.344 0.370 -1.893
S -2.355 -0.879 0.186
N 2.878 -0.412 1.002
H -1.498 -0.572 -1.599
C -0.705 1.266 -0.362
```

## Properties
E_HOMO ... -8.995 eV
Energy relative to the best compared isomer or geometry (same formula, charge and spin) ... 66.0 kcal/mol
Kohn-Sham gap ... 7.9653 eV
Strongest force on any atom ... 0.0793 hartree/bohr
E ... -667.18969 Eh


The following is a DFT calculation (ωB97M-V/def2-TZVPD) of one molecule with the formula C21H27N3O4S in a non-equilibrium geometry.

```
56
C21H27N3O4S, DFT ωB97M-V/def2-TZVPD
C -3.285 -2.785 -1.208
S 5.076 3.392 0.614
C -4.754 -1.884 0.444
H -0.584 -4.364 0.043
O 5.415 4.400 -0.344
H -2.526 -3.100 0.784
H 1.290 2.906 3.462
O -4.407 -2.048 -0.910
N 3.490 3.621 1.026
H 0.579 4.808 -0.176
C 1.326 4.575 0.582
C 2.950 2.808 2.086
C -1.948 -3.729 -2.968
C -2.385 -3.273 -0.271
C -2.180 0.852 0.765
C -1.039 -4.226 -2.041
C -1.278 -3.989 -0.696
O 5.823 3.304 1.831
H 0.627 -7.115 -2.879
H 4.825 1.017 0.478
C -0.190 2.775 1.312
H -0.551 -6.882 -1.583
H -3.765 -2.629 -3.279
C -0.228 -6.524 -2.558
C -1.544 1.534 -0.266
C -0.858 2.094 2.338
H -3.348 -0.181 -0.559
H 3.733 2.696 2.835
C -3.057 -3.016 -2.563
H 0.966 -4.912 -1.779
H -1.041 -6.676 -3.263
C -3.807 -0.967 1.234
C -0.568 2.473 0.000
H -4.830 -2.845 0.967
H -1.785 -3.902 -4.022
C 1.716 3.515 2.668
H -5.746 -1.420 0.435
C -1.827 1.149 2.077
H 4.543 1.815 -1.103
N 0.741 3.761 1.625
H 2.022 4.479 3.085
H 0.477 -4.705 -3.467
H 3.060 4.554 -0.746
H 6.196 1.613 -0.483
H 2.648 1.815 1.714
C 5.161 1.776 -0.216
H -0.637 2.321 3.369
H -1.809 1.320 -1.293
C 0.142 -5.042 -2.483
H -0.102 2.965 -0.839
C 2.556 3.897 -0.038
N -3.151 -0.099 0.432
H 2.252 2.968 -0.546
H 1.650 5.512 1.046
H -2.320 0.641 2.888
O -3.715 -1.045 2.440
```

## Properties
E_HOMO ... -7.629 eV
SMILES ... CCc1ccc(OCC(=O)Nc2ccc(N3CCN(S(C)(=O)=O)CC3)cc2)cc1
Energy relative to the best compared isomer or geometry (same formula, charge and spin) ... 55.5 kcal/mol
Kohn-Sham gap ... 8.1124 eV
Strongest force on any atom ... 0.0206 hartree/bohr
E ... -1679.84310 Eh